Here is a cluster of 2 separate species, C8H8F3O2P in total in a non-equilibrium geometry from the Open Molecules 2025 dataset. Energies are from wB97M-V/def2-TZVPD.

```
22
Properties=species:S:1:pos:R:3:lowdin_charge:R:1
C -3.68 -0.05 0.35 -0.0725
C -3.21 1.08 -0.34 -0.1220
C -2.72 -0.98 0.84 -0.0178
C -1.87 1.15 -0.69 -0.1263
C -1.38 -0.98 0.52 -0.3842
C -1.12 0.15 -0.21 0.0527
C 2.95 1.29 0.68 -0.2055
C 2.55 -0.73 -1.41 -0.7496
O 2.26 -1.27 1.23 -0.3879
O -0.59 -1.92 1.07 0.0663
F 2.79 0.35 -2.06 0.1223
F 3.69 -1.40 -1.29 0.1228
F 1.74 -1.54 -2.13 0.0900
P 1.84 -0.14 0.30 0.8979
H -4.70 -0.13 0.54 0.0789
H -3.93 1.97 -0.55 0.1340
H -3.11 -2.02 1.30 0.1696
H -1.52 2.13 -1.27 0.1560
H 2.51 2.09 1.21 0.0067
H 3.82 0.84 1.29 0.0853
H 3.34 1.81 -0.28 0.0772
H 0.32 -1.72 0.91 0.0062
```

Computed properties:
* E_LUMO (alpha / beta): -0.0357 / -0.0786 Eh
* DFT total energy: -29958.0432 eV
* M: 224.12 Da
* total charge: 0